a) {
  "formula": "C7H19NO2",
  "method": "ωB97M-V with the def2-TZVPD basis set",
  "charge": 0,
  "homo_energy_ev": -8.78,
  "orbital_gap_ha": 0.339,
  "symbols": ["H", "H", "C", "H", "C", "H", "H", "C", "O", "O", "H", "H", "H", "C", "H", "H", "H", "H", "H", "N", "H", "H", "H", "H", "H", "C", "H", "C", "C"],
  "coordinates": [[2.712, 1.790, -0.377], [0.484, -0.740, -3.150], [1.191, -0.395, -0.422], [-2.922, -1.127, 1.687], [-1.023, 2.776, -0.027], [0.976, -2.991, -0.073], [-1.369, 0.704, -0.346], [-0.514, 1.351, -0.198], [0.380, 0.424, 2.881], [-2.885, -1.020, 0.730], [-0.492, 3.404, 0.664], [1.608, -0.894, 0.474], [0.069, -0.418, 2.530], [0.589, -1.616, -2.532], [2.283, 1.666, 1.217], [1.518, 3.012, 0.241], [-0.774, -0.934, -1.129], [2.096, -0.324, -1.038], [-0.073, -2.347, -2.998], [0.068, -2.668, -0.394], [-3.173, -1.816, 0.282], [-1.121, 3.200, -1.029], [1.631, -1.950, -2.555], [-0.483, -2.541, 0.452], [-0.114, 1.100, 2.413], [0.752, 0.981, 0.018], [-2.021, 2.795, 0.418], [0.202, -1.380, -1.068], [1.845, 1.983, 0.263]],
  "lowdin_charge": [0.081, 0.071, -0.137, 0.044, -0.096, 0.070, 0.077, -0.126, -0.047, -0.047, 0.054, 0.116, 0.030, -0.069, 0.086, 0.067, 0.094, 0.111, 0.073, 0.033, 0.042, 0.080, 0.076, 0.054, 0.022, -0.325, 0.067, -0.458, -0.044]
}


b) {
  "formula": "C7H19NO2",
  "method": "ωB97M-V with the def2-TZVPD basis set",
  "charge": 0,
  "homo_energy_ev": -8.74,
  "orbital_gap_ha": 0.337,
  "symbols": ["C", "H", "H", "H", "C", "H", "H", "H", "H", "H", "H", "H", "C", "H", "H", "H", "H", "O", "H", "C", "H", "O", "H", "C", "C", "H", "H", "N", "C"],
  "coordinates": [[1.294, 1.189, -0.297], [0.731, 0.558, -3.696], [3.053, 1.358, -2.395], [-2.579, -1.213, -0.401], [-2.360, -2.450, 1.957], [1.497, -0.527, -2.530], [-0.264, -0.287, 0.038], [-1.182, -0.768, -1.171], [2.056, 0.396, -0.195], [-3.170, -1.715, 2.061], [1.990, 2.158, 1.524], [0.212, -1.166, 2.956], [1.187, 1.507, -1.806], [-1.366, -2.402, -0.585], [-2.667, -3.159, 1.192], [0.934, 3.145, 0.539], [0.452, 2.308, -1.920], [2.402, 2.064, -2.306], [-0.268, 0.030, 1.726], [0.787, 0.298, -2.639], [-0.226, -0.031, -2.424], [0.050, 0.785, 0.229], [-2.223, -2.977, 2.908], [-0.666, -0.833, 2.401], [-1.498, -1.359, -0.310], [-1.413, -0.389, 3.074], [2.603, 2.903, 0.031], [-1.113, -1.839, 1.545], [1.746, 2.417, 0.494]],
  "lowdin_charge": [-0.413, 0.085, 0.093, 0.057, -0.160, 0.094, 0.105, 0.019, 0.151, 0.083, 0.078, 0.084, -0.394, 0.052, 0.069, 0.086, 0.153, -0.040, 0.084, -0.037, 0.048, -0.161, 0.093, -0.184, 0.004, 0.084, 0.076, -0.174, -0.034]
}


Which of them is most stable, and which least? Most stable: a); least stable: b).


a) {
  "formula": "C2H2ClNS",
  "method": "ωB97M-V with the def2-TZVPD basis set",
  "charge": 0,
  "homo_energy_ev": -9.02,
  "orbital_gap_ha": 0.327,
  "symbols": ["H", "S", "N", "H", "C", "C", "Cl"],
  "coordinates": [[2.543, 0.699, 1.288], [-2.458, -0.949, 0.311], [-1.331, -0.752, -0.949], [0.347, 0.643, -0.952], [-1.606, 0.555, 0.104], [-0.484, 0.165, -0.391], [2.988, -0.361, 0.590]],
  "lowdin_charge": [-0.184, 0.855, -0.296, 0.112, -0.378, -0.328, 0.220]
}


b) {
  "formula": "C2H2ClNS",
  "method": "ωB97M-V with the def2-TZVPD basis set",
  "charge": 0,
  "homo_energy_ev": [-8.86, -8.88],
  "orbital_gap_ha": [0.200, 0.200],
  "symbols": ["C", "Cl", "N", "H", "S", "C", "H"],
  "coordinates": [[-1.342, 1.297, -0.325], [-2.853, -0.911, -0.224], [-1.050, 2.196, -0.983], [-1.132, -0.007, 1.187], [0.677, -1.200, -0.909], [-1.738, 0.156, 0.369], [0.376, -2.444, -1.214]],
  "lowdin_charge": [-0.359, 0.745, 0.203, 0.028, 0.303, -0.589, -0.331]
}


Which of them is most stable, and which least? Most stable: b); least stable: a).


a) {
  "formula": "C3H2F2O",
  "method": "ωB97M-V with the def2-TZVPD basis set",
  "charge": 0,
  "homo_energy_ev": -9.66,
  "orbital_gap_ha": 0.387,
  "symbols": ["O", "F", "H", "C", "F", "C", "C", "H"],
  "coordinates": [[-1.308, 1.470, -0.433], [-3.000, -0.057, 0.057], [0.565, 0.559, -0.937], [-0.532, -0.073, 0.600], [0.887, 1.935, 0.373], [0.001, 1.056, -0.169], [-1.736, 0.289, 0.115], [-0.123, -1.025, 1.141]],
  "lowdin_charge": [0.110, 0.173, 0.156, 0.059, 0.066, -0.388, -0.325, 0.149]
}


b) {
  "formula": "C3H2F2O",
  "method": "ωB97M-V with the def2-TZVPD basis set",
  "charge": 0,
  "homo_energy_ev": -9.75,
  "orbital_gap_ha": 0.402,
  "symbols": ["F", "C", "F", "H", "H", "C", "O", "C"],
  "coordinates": [[0.186, -1.876, 0.931], [0.840, -1.099, -0.018], [1.283, 1.098, -0.636], [1.130, -1.468, -1.039], [0.777, 0.673, 1.275], [0.927, 0.221, 0.250], [-3.086, 1.186, -0.170], [-2.057, 1.266, -0.594]],
  "lowdin_charge": [-0.036, -0.100, 0.037, 0.133, 0.144, -0.225, 0.050, -0.003]
}


Which of them is most stable, and which least? Most stable: b); least stable: a).


a) {
  "formula": "C4H7N2P",
  "method": "ωB97M-V with the def2-TZVPD basis set",
  "charge": 0,
  "homo_energy_ev": [-7.47, -7.29],
  "orbital_gap_ha": [0.219, 0.190],
  "symbols": ["H", "H", "N", "H", "C", "H", "C", "H", "C", "N", "H", "P", "H", "C"],
  "coordinates": [[-0.767, 1.488, -0.640], [-1.677, 1.457, 0.764], [-1.658, -1.393, 0.552], [0.067, 1.312, 0.986], [0.495, -1.191, -0.129], [-3.530, -1.756, 0.734], [-0.765, 0.898, 0.336], [2.150, 0.230, -0.568], [1.837, -0.827, -0.599], [-0.593, -0.534, 0.144], [2.515, -1.425, -0.074], [-3.733, 0.346, -0.449], [1.775, -1.181, -1.649], [-2.855, -1.025, 0.236]],
  "lowdin_charge": [0.090, 0.049, 0.017, 0.098, -0.101, 0.045, -0.138, 0.064, -0.129, -0.240, 0.040, 0.762, 0.093, -0.649]
}


b) {
  "formula": "C4H7N2P",
  "method": "ωB97M-V with the def2-TZVPD basis set",
  "charge": 0,
  "homo_energy_ev": -8.50,
  "orbital_gap_ha": 0.328,
  "symbols": ["C", "H", "C", "P", "H", "H", "C", "C", "H", "H", "H", "N", "N", "H"],
  "coordinates": [[0.027, -2.087, -1.045], [-0.508, 0.696, 2.844], [0.196, 0.189, -0.093], [0.469, 1.969, -0.490], [1.140, -0.656, -1.751], [0.856, -2.528, -0.364], [-0.322, 0.956, 1.866], [-0.128, 2.172, 1.263], [-0.754, 1.925, -1.366], [-0.800, -2.267, -0.464], [0.017, 3.205, 1.658], [0.283, -0.701, -1.243], [-0.196, -0.148, 1.068], [-0.280, -2.726, -1.884]],
  "lowdin_charge": [-0.158, 0.072, -0.574, 0.918, 0.092, 0.114, -0.235, -0.324, -0.019, 0.031, 0.044, -0.086, 0.039, 0.085]
}


c) {
  "formula": "C4H7N2P",
  "method": "ωB97M-V with the def2-TZVPD basis set",
  "charge": 0,
  "homo_energy_ev": -8.16,
  "orbital_gap_ha": 0.287,
  "symbols": ["H", "H", "H", "H", "C", "N", "H", "H", "C", "C", "N", "C", "H", "P"],
  "coordinates": [[0.399, -1.195, 3.209], [-0.570, 0.597, -0.571], [-1.414, -2.386, -0.905], [2.646, 1.848, 2.194], [0.645, 0.387, 1.743], [0.130, -0.614, 0.993], [-0.742, -1.228, -2.111], [0.350, -2.129, -1.062], [-0.603, -1.594, -1.098], [-0.342, -0.443, -0.190], [0.890, 1.584, 1.182], [1.998, 2.206, 1.473], [1.954, 3.231, 1.203], [0.839, 0.170, 3.415]],
  "lowdin_charge": [-0.126, 0.126, 0.109, 0.019, -0.861, 0.000, 0.060, 0.074, -0.085, -0.198, -0.021, -0.007, 0.063, 0.846]
}


Which of them is most stable, and which least? Most stable: b); least stable: a).